{"formula": "C28H56AsCuF9N3O11", "method": "ωB97M-V/def2-TZVPD", "s_squared": 0.75, "homo_lumo_gap_ev": [7.515, 4.047], "e_homo_ev": [-11.575, -11.575], "total_energy_ha": -6866.963308, "charge": 1, "largest_force_ev_per_a": 3.5, "spin_multiplicity": 2, "species": ["As", "Cu", "F", "F", "F", "F", "F", "F", "F", "F", "F", "O", "O", "O", "O", "O", "O", "O", "O", "O", "O", "O", "N", "N", "N", "C", "C", "C", "C", "C", "C", "C", "C", "C", "C", "C", "C", "C", "C", "C", "C", "C", "C", "C", "C", "C", "C", "C", "C", "C", "C", "C", "C", "H", "H", "H", "H", "H", "H", "H", "H", "H", "H", "H", "H", "H", "H", "H", "H", "H", "H", "H", "H", "H", "H", "H", "H", "H", "H", "H", "H", "H", "H", "H", "H", "H", "H", "H", "H", "H", "H", "H", "H", "H", "H", "H", "H", "H", "H", "H", "H", "H", "H", "H", "H", "H", "H", "H", "H"], "xyz": [[-1.29022, -0.74666, 0.29957], [1.47482, -2.22528, -2.14029], [-0.18583, -0.92645, 1.72610], [-2.26020, 8.56176, -1.53291], [-2.80182, 6.40591, -1.80434], [-2.48684, -0.02411, 1.44129], [-1.96811, -2.47314, 0.58755], [-0.50081, 0.86542, 0.13982], [-2.33653, -0.42739, -1.15075], [-2.04202, 7.66081, -3.44019], [-0.04980, -1.46567, -0.77932], [2.70630, -0.67908, -1.49769], [4.18801, -2.17013, 3.58689], [0.63439, 2.26940, 5.20928], [-0.43099, 2.62750, -4.79831], [0.53979, -2.64309, -4.07112], [0.25067, -0.13978, -3.23937], [2.55212, 1.13735, 3.09593], [0.38270, 7.84907, -2.24921], [2.02383, -2.83417, -0.03880], [-0.30513, 5.95825, -1.28265], [0.36630, -4.22237, -1.63826], [0.21509, -4.24878, 4.38862], [-7.76481, -3.14861, 1.23042], [-4.56429, 4.16420, -0.13939], [-0.52288, -3.38522, 4.30728], [-6.68478, -2.84417, 1.50422], [-0.31588, 2.18834, 6.36710], [0.60280, -4.78709, -0.32828], [0.98947, 5.38645, -1.08230], [-1.54544, -2.33797, 4.18893], [2.58776, -0.22783, 3.46534], [-1.77718, 2.98034, -4.53862], [-1.96165, 7.40810, -2.14334], [1.21633, 1.63513, 2.85656], [4.03692, -0.73133, 3.59922], [-4.44491, 1.62351, -0.64728], [-0.91192, -4.51951, -2.07317], [3.66242, -2.82305, 4.70455], [2.00980, -4.26573, 0.02111], [-5.28742, -2.53248, 1.83547], [-4.51220, 3.04430, -0.29445], [0.00306, 1.20948, -2.68064], [3.37318, -0.83093, -0.17339], [-0.22538, -1.85679, -4.94905], [0.22967, 1.50647, 4.10721], [3.26985, 0.45172, -2.22020], [-0.84636, -0.66269, -4.09985], [-0.50691, 7.16407, -1.82404], [3.33555, -2.31456, 0.23939], [0.73047, 4.17525, -0.17728], [0.40830, 2.40164, -3.68234], [0.74322, -3.91850, -4.56998], [-0.28072, 1.17079, 6.75627], [4.55507, -0.36260, 2.71397], [2.28042, -0.17005, 4.50952], [-4.45166, 0.93082, 0.19429], [1.21662, -4.43651, -3.73592], [-4.98990, -2.74444, 2.86243], [-2.23271, 2.13106, -4.02938], [0.58006, -5.86104, -0.14329], [2.85351, -4.71877, -0.49947], [-1.01337, 1.24699, -2.28877], [1.80463, -0.88474, 3.08682], [-0.99189, -5.56257, -2.37931], [3.02272, 1.31158, -1.59757], [4.08191, -3.82870, 4.73294], [-1.70892, -1.01567, -3.53461], [-1.71039, -4.36156, -1.34818], [0.28001, -1.41152, -5.80603], [1.44419, 2.24542, -3.98337], [-5.05264, 1.37816, -1.51824], [0.06684, 2.77771, 7.20033], [4.61345, -0.39213, 4.45983], [1.69518, 3.69067, -0.32771], [3.32549, -2.41221, 1.32496], [-1.34832, 2.45831, 6.14510], [4.32110, -0.30736, -0.04917], [3.82964, -2.41474, 5.70125], [-0.20697, -4.33160, -4.90851], [2.76538, 0.63245, -3.16939], [-1.78730, 3.88514, -3.93088], [-0.17698, 3.60468, -0.37492], [4.34501, 0.36203, -2.37538], [-2.15475, -2.15200, 5.07338], [2.81627, -0.18839, 0.50858], [0.69032, 1.02261, 2.12429], [1.47487, -3.98505, -5.37518], [1.38344, 5.12023, -2.06312], [4.16863, -2.85459, -0.21055], [-4.96467, -1.50772, 1.65157], [0.70435, 4.50548, 0.86117], [2.61371, -3.10906, 4.78509], [-0.02322, 0.49191, 4.41513], [-0.68817, 1.97239, 3.74863], [-4.61247, -3.09523, 1.19060], [-2.30863, 3.16538, -5.47212], [-0.20142, -4.37708, 0.28264], [-0.93490, -1.45837, 3.98486], [-3.43546, 1.55986, -1.05356], [1.94343, -4.55101, 1.07102], [0.38833, 3.28100, -3.03858], [1.67535, 6.14435, -0.70381], [-1.07944, 0.11196, -4.83039], [1.33353, 2.67873, 2.56454], [-2.28012, -2.59947, 3.42737], [-1.04245, -2.38295, -5.44267], [0.65040, 1.36165, -1.81698], [-1.24863, -4.02608, -2.98490]], "forces_ev_per_a": [[-0.817, 0.696, 2.048], [-1.059, 0.350, 1.475], [-1.036, -0.643, -1.695], [-0.866, -0.240, 0.492], [0.651, 1.138, -0.262], [1.063, -1.126, -1.673], [1.020, 2.707, -0.700], [-0.985, -1.635, -0.328], [1.390, -0.830, 1.875], [-0.426, -0.515, -0.671], [-0.876, 0.298, 0.463], [1.229, -0.700, -0.330], [-0.774, 1.029, -0.414], [-0.699, 0.310, 1.983], [1.079, -0.611, -0.737], [0.356, 1.098, 0.374], [-0.951, -0.080, -0.364], [-0.272, -0.053, -1.512], [-0.590, 0.382, 0.509], [0.312, -0.173, -2.824], [-1.413, 0.459, 0.294], [0.851, 0.020, -0.239], [1.041, -0.766, -0.088], [0.946, 0.336, 0.220], [0.025, 2.062, 0.460], [-1.776, 0.477, 0.307], [-0.300, -0.077, 0.082], [1.574, -0.608, -0.918], [1.227, 2.010, -0.338], [-1.004, 0.295, -0.215], [0.446, 0.020, 0.146], [-0.053, 0.653, 3.442], [0.527, -0.218, 0.540], [-0.337, 0.716, 0.490], [-0.420, -1.062, 2.265], [0.115, -0.850, -1.347], [1.370, 0.563, -0.485], [-2.409, -1.129, -1.276], [-0.262, -1.881, 1.323], [-2.193, -0.688, 1.707], [0.723, 0.070, -0.291], [-0.643, -2.314, -0.398], [0.531, 0.349, -1.609], [-1.547, 0.041, 0.657], [-1.495, 3.143, 0.669], [0.278, 1.353, -0.842], [-0.571, 0.525, 0.253], [2.133, -0.334, -0.568], [2.573, -1.971, -0.914], [-0.198, 1.439, 0.837], [1.541, 1.309, -0.018], [-1.693, -1.012, 1.294], [1.180, -1.680, -0.102], [-0.218, -0.309, -0.218], [0.366, -0.145, -0.117], [-0.394, -0.405, 0.525], [-0.504, 0.206, -0.153], [-0.482, -0.696, -0.253], [-0.503, -0.201, 0.038], [-0.525, 0.209, 0.229], [-0.011, -0.303, -1.114], [-0.193, -0.025, -0.113], [-0.018, 0.143, -0.308], [0.455, -0.158, -1.206], [0.268, -0.384, 0.273], [0.370, 0.205, 0.005], [0.595, 0.075, -0.112], [0.132, 0.287, 0.309], [0.339, 0.328, 0.450], [1.028, -0.208, 0.318], [-0.213, -0.020, -0.506], [-0.530, -0.037, 0.533], [0.133, 0.412, -0.516], [-0.573, 0.526, 0.186], [-0.263, -1.150, 0.409], [1.059, 0.320, 0.242], [0.133, 0.161, -0.407], [0.612, -0.744, -1.043], [0.719, 0.772, -0.176], [0.153, -0.350, 0.187], [-0.102, -0.633, 0.092], [-0.343, 0.027, 0.218], [0.356, -0.042, -0.427], [-0.089, -0.226, 0.153], [0.517, -0.299, 0.374], [-0.845, -0.387, 0.139], [0.361, 0.307, -0.397], [-0.110, 0.477, -0.340], [-0.043, -0.220, -0.118], [-0.304, -0.403, -0.191], [-0.641, 0.227, -0.035], [-0.131, -0.037, -0.001], [-0.680, 0.789, -1.075], [0.302, -0.370, -0.226], [-0.455, -0.248, -0.418], [-0.172, -0.325, -0.022], [0.346, -0.063, -0.032], [0.370, 0.297, 0.516], [-0.730, 0.336, -0.420], [0.183, -0.312, 0.058], [1.259, 0.098, 0.463], [0.038, 0.292, 0.198], [-0.036, -0.162, 0.421], [-0.409, 0.052, 0.204], [-0.112, -0.168, 0.057], [0.472, 0.243, -0.428], [-0.149, -0.631, 0.565], [0.085, -0.469, -0.075], [0.612, 0.691, 0.237]], "lowdin_spin": [0.00, 0.79, 0.00, 0.00, 0.00, 0.00, 0.00, 0.00, 0.00, 0.00, 0.00, 0.04, 0.00, 0.00, 0.00, 0.01, 0.00, 0.00, 0.00, 0.10, 0.00, 0.03, 0.00, 0.00, 0.00, 0.00, 0.00, 0.00, 0.00, 0.00, 0.00, 0.00, 0.00, 0.00, 0.00, 0.00, 0.00, 0.00, 0.00, 0.00, 0.00, 0.00, 0.00, 0.00, 0.00, 0.00, 0.00, 0.00, 0.00, 0.00, 0.00, 0.00, 0.00, 0.00, 0.00, 0.00, 0.00, 0.00, 0.00, 0.00, 0.00, 0.00, 0.00, 0.00, 0.00, 0.00, 0.00, 0.00, 0.00, 0.00, 0.00, 0.00, 0.00, 0.00, 0.00, 0.00, 0.00, 0.00, 0.00, 0.00, 0.00, 0.00, 0.00, 0.00, 0.00, 0.00, 0.00, 0.00, 0.00, 0.00, 0.00, 0.00, 0.00, 0.00, 0.00, 0.00, 0.00, 0.00, 0.00, 0.00, 0.00, 0.00, 0.00, 0.00, 0.00, 0.00, 0.00, 0.00, 0.00]}